ORCA calculation (the ωB97M-V functional and the def2-TZVPD basis) on a molecular structure, C39H39ClFN6O5PbS.

The geometry in XYZ format:
```
93
Properties=species:S:1:pos:R:3:forces:R:3
Pb -0.57687 -0.15382 0.05166 -0.99 -0.89 -0.13
C 2.14810 3.66903 2.60890 -1.48 0.88 -0.61
C 3.26049 2.92463 3.13136 0.55 -0.11 1.70
C 3.68238 2.00672 2.19239 -0.23 -0.99 -1.23
C 2.86132 2.14947 1.03888 -1.62 0.90 1.64
C 1.86982 3.22043 1.29522 1.32 -1.25 -0.18
C 0.71144 3.54745 0.42031 0.24 -0.87 -1.13
C 2.81055 1.19978 -0.05417 0.33 1.02 -0.18
C 4.73041 0.94747 2.28664 1.08 2.10 -0.09
C 3.87393 3.13154 4.48420 -0.34 -0.04 0.00
C 1.33202 4.67540 3.32915 -0.73 1.12 0.16
H -0.15069 2.99276 0.80343 -0.28 0.36 0.17
H 0.77788 3.26933 -0.67555 0.47 0.03 1.27
H 0.52313 4.59744 0.39350 -0.43 0.76 0.36
H 3.82985 1.12718 -0.41577 0.18 -0.16 -0.69
H 2.10674 1.61985 -0.76952 0.19 -0.77 -0.47
H 2.57374 0.21162 0.31892 -0.36 -0.34 -0.06
H 5.29394 0.96107 1.33011 -0.16 -0.19 0.56
H 4.36569 -0.05405 2.44690 -0.16 -0.25 0.39
H 5.40231 1.35685 3.07443 -0.09 -1.21 -0.43
H 4.22508 4.16214 4.44884 0.33 0.19 0.25
H 4.73186 2.45341 4.63232 -0.53 0.41 0.14
H 3.17686 3.10556 5.36804 0.45 -0.25 -1.06
H 0.78667 5.34047 2.62405 0.78 -0.17 0.11
H 1.87040 5.31335 4.07537 -0.27 -0.73 -0.66
H 0.42119 4.26816 3.81326 0.63 -0.53 0.14
N -6.85206 1.41655 6.41901 0.33 1.57 -0.56
C -5.59644 1.49017 5.88376 0.97 -0.59 -0.99
C -4.76026 0.35501 5.91662 1.63 1.75 -1.42
C -3.50989 0.40161 5.23627 -1.01 -0.10 0.57
C -3.18766 1.49893 4.46190 0.89 0.67 -1.20
C -3.99412 2.64701 4.41124 0.08 -0.27 0.26
C -5.14146 2.64189 5.16225 -0.44 -0.83 0.98
S -1.71939 1.61453 3.38636 -4.22 -0.26 0.00
O -0.73951 0.76034 3.93128 2.30 -1.10 0.57
O -1.50446 3.03704 3.28233 0.91 0.13 -0.72
N -2.09670 0.91965 1.92410 0.94 0.34 1.01
C -3.03240 1.36501 1.09001 -0.89 1.12 -1.98
N -2.76289 1.01117 -0.24697 0.05 0.70 1.81
C -3.64093 1.34683 -1.19817 0.42 -1.09 0.16
C -4.81566 1.96493 -0.90158 -1.07 0.44 1.32
C -4.99446 2.34710 0.45914 -0.33 -0.07 0.11
N -4.14022 2.12221 1.43730 2.02 -1.38 -0.56
H -7.12837 0.60174 6.87401 -0.40 -1.21 0.83
H -7.38839 2.24684 6.59380 0.03 -0.01 -0.04
H -4.99536 -0.53254 6.42749 -0.49 -0.86 0.75
H -2.81196 -0.42148 5.38203 -0.15 0.11 -0.36
H -3.67705 3.50570 3.79214 -0.40 -0.63 0.66
H -5.72263 3.51855 5.31316 -0.50 0.75 -0.36
H -3.41342 0.97720 -2.19602 -0.03 0.12 0.07
H -5.63038 1.99830 -1.61043 0.15 0.42 -0.06
H -5.87006 2.83337 0.91289 -0.06 -0.02 -1.13
C -0.75069 -1.34387 -7.53484 0.39 1.25 -0.63
C 0.20889 -2.34408 -6.94598 1.53 -2.36 -1.74
C 1.55706 -2.33191 -7.77599 -0.22 0.80 0.74
C 2.72057 -3.16496 -7.23541 0.33 -0.64 -0.28
C 2.84059 -2.98679 -5.74098 0.39 0.76 0.48
C 4.09772 -3.16477 -5.12511 -1.48 -1.06 -0.40
C 4.11494 -3.12515 -3.73900 1.24 0.06 0.99
F 5.26084 -3.58434 -3.13160 -0.55 0.60 -0.32
C 3.12401 -2.62097 -2.94606 -1.16 -0.30 -1.71
C 1.84582 -2.36964 -3.54729 1.98 -0.18 -0.84
C 0.82426 -1.79823 -2.71243 -1.64 0.71 -0.70
O 1.10323 -1.43879 -1.55536 -0.28 0.17 0.07
C -0.50680 -1.66105 -3.38722 0.29 -1.11 1.75
C -0.63149 -2.05526 -4.67450 2.09 1.03 -1.14
N 0.45379 -2.24267 -5.51164 -0.52 -0.28 0.91
C 1.69488 -2.55322 -4.95010 0.94 0.08 0.20
C -1.81256 -1.57032 -2.60513 -2.42 -0.64 0.49
O -2.94217 -1.64060 -3.14872 2.74 0.43 0.15
O -1.72450 -1.58462 -1.29790 0.77 0.66 -0.16
H -0.70836 -1.22306 -8.65101 0.53 -0.26 1.07
H -0.67314 -0.35581 -7.06633 0.43 -0.05 -0.20
H -1.74785 -1.60583 -7.36850 -1.69 -0.67 0.42
H -0.17334 -3.38199 -7.10974 -0.08 0.66 0.03
H 1.90426 -1.28755 -7.81929 -0.17 -0.16 -0.07
H 1.30467 -2.63488 -8.78581 -0.08 0.01 -0.13
H 3.70170 -2.85134 -7.72381 -1.31 -0.42 0.54
H 2.58676 -4.26670 -7.45977 0.07 1.11 0.18
H 5.01020 -3.55050 -5.64197 -1.06 0.53 0.25
H 3.26593 -2.39263 -1.92362 0.09 -0.17 0.88
H -1.58142 -2.06431 -5.15035 -0.71 0.00 -0.18
Cl 1.76798 -3.14274 4.80933 0.62 0.18 0.87
C 1.17391 -3.36515 3.23945 0.10 -0.44 -1.42
C 1.60611 -4.49037 2.45910 -0.70 1.00 2.13
C 0.87237 -4.69400 1.33023 -0.47 1.06 -0.32
C 0.02417 -3.69819 0.88335 -1.89 0.60 -0.41
N -0.35297 -2.60716 1.58041 1.19 0.23 -0.86
C 0.23410 -2.42300 2.76403 1.32 -1.95 -0.65
H 2.36533 -5.19549 2.83345 -0.57 0.46 -0.11
H 0.80803 -5.58704 0.78877 0.78 -1.19 -0.84
H -0.47945 -3.80636 -0.09046 0.20 0.02 0.54
H 0.10050 -1.50563 3.27098 -0.62 0.73 0.77
```
Positions in Å, forces in eV/Å.

Computed properties:
E_tot, Ha: -3365.0981
Gap between HOMO and LUMO (spin up / spin down), eV: 3.85 / 3.91
HOMO energy (spin up / spin down), eV: -9.390 / -9.390
Net charge: +1
ΔE to the lowest compared entry with this formula, charge and spin, kcal per mole: 62.0

---

ORCA calculation (the ωB97M-V functional and the def2-TZVPD basis) on a molecular structure, C39H40AlFN6O3.

The geometry in XYZ format:
```
90
Properties=species:S:1:pos:R:3:forces:R:3
Al 0.20339 -1.11920 -1.57105 1.11 0.26 0.52
F -0.90867 2.69315 3.63735 0.08 0.10 -0.03
C -0.87813 3.07262 2.34316 0.03 -0.25 -0.19
C -0.82263 2.07939 1.40731 -0.03 0.24 0.05
C -0.78388 2.37863 0.03987 -0.04 0.25 0.11
C -0.71290 1.31670 -0.93236 -0.04 0.60 -0.30
O -0.65791 0.09837 -0.54709 -0.23 0.14 0.48
C -0.69031 1.72875 -2.28506 0.09 -0.40 0.05
C -0.68631 3.06199 -2.59690 0.08 -0.17 0.06
N -0.72886 4.04417 -1.68933 -0.12 -0.23 -0.39
C -0.65704 5.41193 -2.13103 0.09 0.55 -0.08
C -1.34696 5.81448 -3.39715 0.02 0.01 0.02
C -1.89402 6.26685 -2.08010 0.01 0.02 0.08
C -0.78170 3.73688 -0.34871 -0.02 -0.59 0.62
C -0.82735 4.73358 0.63464 0.08 0.09 0.09
C -0.87870 4.44800 1.99683 -0.03 -0.47 -0.58
N -0.97235 5.46567 2.93630 -0.23 0.19 0.30
C -1.23866 5.18159 4.34185 -0.06 -0.26 0.15
C -1.63830 6.47559 5.06178 0.36 -0.52 0.46
N -2.33031 7.35115 4.08518 -0.52 0.15 0.04
C -1.36208 7.86599 3.07541 0.65 0.17 -0.66
C -0.33829 6.75536 2.76429 0.08 0.10 0.00
C -0.60801 0.75365 -3.43969 0.04 0.23 0.19
O -0.80954 1.13100 -4.56100 -0.04 0.01 -0.15
O -0.27912 -0.46172 -3.09038 -0.30 -0.27 -0.82
H -0.79316 1.04456 1.71565 -0.03 -0.02 0.09
H -0.61864 3.34087 -3.64080 -0.06 0.04 0.07
H 0.30142 5.86461 -1.89749 -0.08 0.04 -0.07
H -1.90349 5.07286 -3.94726 -0.10 -0.09 0.03
H -0.85053 6.53357 -4.02739 0.11 0.07 0.00
H -2.80535 5.80443 -1.72989 -0.04 -0.10 -0.02
H -1.78213 7.30370 -1.80067 0.05 0.06 0.00
H -0.82778 5.76064 0.31397 -0.09 0.11 -0.06
H -0.37310 4.74032 4.85362 -0.17 0.11 0.02
H -2.06712 4.47441 4.40725 0.12 0.05 0.03
H -0.77151 7.01232 5.44820 -0.13 0.12 -0.07
H -2.29944 6.24274 5.89753 0.01 0.15 -0.11
H -2.80950 8.12893 4.55162 0.05 -0.17 -0.11
H -3.04212 6.78567 3.60465 0.11 0.21 0.10
H -0.85281 8.74328 3.47805 -0.18 -0.06 0.09
H -1.91638 8.16653 2.18523 -0.07 -0.06 0.14
H 0.51998 6.84051 3.44273 -0.01 0.01 -0.08
H 0.04679 6.88125 1.75525 -0.05 0.03 0.09
C 0.21695 -7.68949 -0.83353 0.02 -0.01 0.03
C 1.08394 -7.18599 0.27831 0.09 0.15 -0.05
C 1.76419 -8.05514 1.12019 0.01 0.12 0.02
C 2.57372 -7.58102 2.13783 0.05 0.02 0.05
C 2.69827 -6.21758 2.34735 0.01 -0.05 -0.03
C 2.01359 -5.33116 1.53493 -0.11 -0.01 0.05
C 1.22098 -5.81175 0.49763 0.38 -0.31 0.29
N 0.46324 -4.93300 -0.30980 -0.45 -0.01 -0.11
C 0.78064 -3.68555 -0.71096 0.19 -0.57 -0.06
N 2.08214 -3.37855 -0.70811 0.22 -0.74 0.16
C 2.79142 -2.18867 -0.93409 0.24 1.04 -0.11
C 2.13085 -0.98657 -1.19612 -0.61 -0.53 -0.22
C 2.91797 0.15213 -1.38092 -0.18 -0.03 -0.01
C 4.29748 0.10515 -1.32104 -0.07 0.11 0.03
C 4.92113 -1.10463 -1.06577 -0.20 -0.04 0.03
C 4.18978 -2.26421 -0.86737 0.09 -0.10 0.01
C 4.90165 -3.56212 -0.61949 0.00 0.05 0.02
N -0.18055 -2.87530 -1.13919 0.06 0.50 -0.08
C -1.52901 -3.36848 -1.11293 -0.42 -0.08 0.02
C -2.26668 -3.27220 0.06152 0.04 0.06 -0.11
C -3.56238 -3.75597 0.10054 0.02 0.03 0.09
C -4.12153 -4.31839 -1.03493 0.00 -0.01 0.01
C -3.38876 -4.39645 -2.20602 0.02 0.03 0.07
C -2.07978 -3.93447 -2.26686 0.17 0.11 0.12
C -1.26630 -4.03932 -3.51884 0.07 0.13 -0.03
H 0.30173 -8.76741 -0.92817 -0.02 -0.06 -0.02
H 0.50217 -7.23584 -1.78195 -0.04 0.00 -0.10
H -0.83115 -7.45491 -0.64382 -0.16 -0.02 -0.07
H 1.65599 -9.11962 0.97543 0.00 -0.10 -0.06
H 3.10261 -8.27492 2.77199 0.04 -0.07 0.07
H 3.30767 -5.84307 3.15537 0.06 0.03 0.06
H 2.06375 -4.26922 1.73213 0.01 0.05 0.02
H -0.48374 -5.23418 -0.50411 0.06 0.19 0.01
H 2.67727 -4.16297 -0.46813 -0.16 0.05 -0.01
H 2.42091 1.09300 -1.58898 0.08 0.11 -0.07
H 4.88987 0.99241 -1.48626 0.04 0.09 0.02
H 5.99724 -1.15531 -1.01395 0.15 -0.02 -0.03
H 5.97805 -3.41095 -0.63187 0.01 -0.03 0.00
H 4.66380 -4.29153 -1.39499 0.01 -0.14 0.00
H 4.64266 -3.98189 0.35336 0.00 -0.14 0.07
H -1.81576 -2.81516 0.93309 0.03 -0.02 0.05
H -4.12884 -3.69347 1.01576 -0.09 0.01 0.09
H -5.12950 -4.69923 -1.00763 -0.14 -0.03 0.00
H -3.83413 -4.82219 -3.09163 -0.05 -0.07 -0.11
H -1.89509 -4.30571 -4.36297 0.00 0.01 -0.08
H -0.49579 -4.80572 -3.41957 0.08 -0.02 -0.03
H -0.76911 -3.08913 -3.72969 -0.03 -0.12 -0.15
```
Positions in Å, forces in eV/Å.

Computed properties:
E_tot, Ha: -2406.4313
Gap between HOMO and LUMO, eV: 6.78
HOMO energy, eV: -12.014
Net charge: +2

---

ORCA calculation (the ωB97M-V functional and the def2-TZVPD basis) on a molecular structure, C39H40BCl2N9O3RuTe.

The geometry in XYZ format:
```
96
Properties=species:S:1:pos:R:3:forces:R:3
Ru 1.34821 -1.43610 -1.22041 -0.42 0.44 -0.42
C 4.64906 -0.92583 -3.77649 0.00 -0.01 0.00
C 3.36515 -0.57540 -3.38803 -0.01 0.09 0.01
N 3.12219 -0.99846 -2.14508 0.08 -0.39 0.07
N 4.23855 -1.65173 -1.72674 0.04 0.14 0.05
C 5.16023 -1.62088 -2.69547 0.00 0.00 -0.01
B 4.22260 -2.51688 -0.42250 -0.02 0.02 0.03
N 3.56395 -1.65630 0.69131 0.04 0.02 -0.05
C 4.10686 -1.18500 1.82270 0.00 -0.01 0.04
C 3.24086 -0.25910 2.37326 0.02 -0.03 0.02
C 2.16828 -0.21184 1.48953 -0.02 0.00 -0.04
N 2.36699 -1.06948 0.49093 -0.14 -0.10 0.14
N 3.31208 -3.71707 -0.72592 -0.04 -0.02 -0.01
C 3.46686 -5.05368 -0.71649 0.01 0.01 0.01
C 2.29814 -5.62702 -1.17135 -0.01 0.00 0.00
C 1.45414 -4.55134 -1.44413 0.00 -0.01 -0.03
N 2.07459 -3.40918 -1.17827 0.05 0.09 -0.02
N 5.63182 -2.85737 -0.01745 0.01 -0.03 -0.06
C 6.69565 -2.00941 0.03918 -0.01 0.00 0.01
C 7.72309 -2.66564 0.66141 0.00 0.01 0.01
C 7.18685 -3.93195 0.97096 -0.01 0.00 0.00
N 5.93439 -4.03934 0.57310 0.00 0.01 0.01
H 5.13411 -0.71592 -4.71262 0.01 0.00 0.01
H 2.60375 -0.07307 -3.95470 -0.08 0.04 0.01
H 6.11454 -2.10055 -2.56012 0.01 0.01 0.00
H 5.06968 -1.53545 2.15528 0.00 0.01 0.00
H 3.37178 0.30430 3.27980 0.00 0.00 0.00
H 1.28506 0.39867 1.50206 -0.05 0.03 0.02
H 4.38952 -5.48309 -0.37088 0.00 0.00 -0.01
H 2.08620 -6.67514 -1.28214 0.00 0.00 0.00
H 0.43872 -4.54751 -1.80401 0.00 0.00 0.00
H 6.63608 -1.00636 -0.35119 0.00 0.00 0.00
H 8.71232 -2.29366 0.86227 0.00 0.00 0.00
H 7.66433 -4.76360 1.46381 0.00 0.00 0.00
Cl -5.56775 -2.85610 -3.38381 0.01 0.00 0.01
C -4.02126 -2.69051 -2.62616 0.03 0.02 0.02
C -3.88847 -2.99729 -1.26260 -0.02 -0.01 0.01
C -2.68080 -2.86975 -0.62969 -0.14 -0.06 0.01
Cl -2.54790 -3.28599 1.04219 -0.36 -0.77 -0.41
C -1.51902 -2.40254 -1.30478 -0.15 0.08 -0.23
O -0.42602 -2.26678 -0.64730 0.63 -0.23 0.31
C -1.67997 -2.13320 -2.69045 0.01 -0.02 -0.01
C -0.56979 -1.77305 -3.51058 0.10 0.10 0.10
O 0.59307 -1.55804 -3.14177 -0.09 -0.18 -0.19
C -2.92877 -2.28522 -3.33443 -0.01 0.01 0.04
H -4.74633 -3.34661 -0.70386 -0.01 0.00 -0.01
H -0.76170 -1.68983 -4.58682 0.00 0.00 0.00
H -3.00888 -2.07690 -4.39403 0.00 0.00 0.00
C 1.15737 2.28298 -2.38468 0.04 -0.03 0.02
C 0.22100 1.46626 -1.54777 -0.15 0.16 0.05
O -0.94168 2.16779 -1.27292 0.13 -0.01 0.23
N 0.30833 0.32846 -1.04053 0.28 -0.26 -0.10
Te -1.96688 0.90595 -0.14739 -0.03 0.20 0.09
C -3.60685 2.27336 -0.11997 -0.02 -0.03 0.08
C -3.90217 3.12091 -1.19253 0.07 0.02 -0.05
C -3.20857 3.06735 -2.53078 -0.06 0.04 -0.07
C -4.91980 4.05385 -1.03269 -0.02 0.00 -0.02
C -5.67370 4.13823 0.12964 -0.01 0.00 0.00
C -6.77522 5.15130 0.26338 0.00 0.00 0.00
C -5.43012 3.20885 1.13094 0.00 0.00 -0.03
C -4.41972 2.26082 1.02376 -0.04 0.00 -0.07
C -4.30468 1.24845 2.13745 0.06 -0.03 -0.01
C -1.16964 1.46373 1.72343 -0.10 0.04 -0.12
C -0.86598 0.39457 2.57185 0.03 -0.21 -0.01
C -1.04474 -1.04371 2.15397 0.02 0.58 0.23
C -0.38905 0.67197 3.84690 0.00 0.05 0.03
C -0.21143 1.97577 4.28631 -0.01 -0.03 -0.03
C 0.30045 2.27119 5.66688 0.00 0.00 0.00
C -0.52859 3.01285 3.41533 0.01 0.00 -0.03
C -1.02459 2.80092 2.13309 -0.03 0.00 0.13
C -1.41329 4.02534 1.34363 0.00 -0.06 0.01
H 0.61545 3.04470 -2.93897 0.01 0.00 -0.01
H 1.70501 1.65005 -3.07199 0.06 -0.07 -0.03
H 1.88006 2.77552 -1.73208 -0.02 0.01 0.00
H -2.82639 2.07325 -2.76525 -0.07 0.06 -0.02
H -2.36688 3.75923 -2.57344 -0.02 -0.04 -0.01
H -3.91449 3.34391 -3.31251 -0.02 0.02 0.00
H -5.14028 4.72444 -1.85642 0.00 0.00 0.00
H -6.52681 6.07469 -0.25829 0.00 0.00 0.00
H -6.97134 5.38683 1.30838 0.00 0.00 0.00
H -7.70108 4.76712 -0.16939 0.00 0.00 0.00
H -6.05459 3.20617 2.01794 0.00 0.00 0.00
H -5.29591 1.04347 2.54064 0.02 0.02 0.02
H -3.67494 1.60122 2.95487 0.05 0.00 0.01
H -3.90882 0.28551 1.80319 0.05 -0.03 -0.03
H -0.76132 -1.22752 1.11302 -0.01 0.09 0.28
H -2.08418 -1.36262 2.27576 0.27 0.36 0.12
H -0.43194 -1.70100 2.76900 0.01 -0.03 0.03
H -0.14738 -0.15573 4.50419 0.01 0.01 0.00
H 0.59812 1.36088 6.18417 0.00 0.00 0.00
H -0.46885 2.76310 6.26415 0.00 0.00 0.00
H 1.15879 2.94268 5.62800 0.00 0.00 0.00
H -0.39503 4.03671 3.74696 0.00 0.00 0.01
H -0.86012 4.88527 1.71845 0.00 -0.01 -0.02
H -2.47716 4.23487 1.47434 0.00 0.00 -0.02
H -1.22339 3.93227 0.28045 0.02 -0.05 -0.10
```
Positions in Å, forces in eV/Å.

Computed properties:
E_tot, Ha: -3536.7583
Gap between HOMO and LUMO (spin up / spin down), eV: 7.74 / 6.96
Spin multiplicity: 2
HOMO energy (spin up / spin down), eV: -10.668 / -10.662
Net charge: +1
ΔE to the lowest compared entry with this formula, charge and spin, kcal per mole: 5.7